Molecular formula: C10H20ClIMoO3P
Method: DFT, ωB97M-V/def2-TZVPD

ORCA input file:
```
! wB97M-V def2-TZVPD RIJCOSX def2/J DEFGRID3
* xyz 3 3
H -1.54 -0.11 5.27
H 1.72 1.65 -4.83
Mo -0.24 0.38 -0.95
H 0.54 -1.13 5.64
C 0.55 -0.48 4.76
C 1.76 0.20 -0.97
H -1.84 2.54 -3.04
H -0.29 3.44 -2.88
H -0.83 1.04 4.09
H -0.82 2.86 -4.51
O 2.93 0.15 -1.03
C 1.75 1.45 -3.75
Cl -2.53 1.00 -1.02
H -0.49 -2.80 -0.51
H 1.24 0.35 4.95
C -0.87 0.00 4.41
C 0.98 -1.30 3.55
O -0.21 -1.63 2.75
C 0.47 -1.38 0.80
H -1.79 -0.31 2.44
H -1.10 -1.21 -0.97
H 1.53 -2.22 3.78
H 1.65 -0.66 2.94
I 0.68 1.28 1.68
O 1.52 -1.96 0.86
H -0.60 0.18 -5.28
H 2.11 2.34 -3.21
P 0.08 1.09 -3.12
H -1.60 -2.00 0.62
C -1.34 -0.88 3.26
H 0.03 -1.09 -4.16
H 2.42 0.61 -3.53
C -0.60 -0.19 -4.25
H -1.63 -0.42 -3.92
H -2.08 -1.61 3.61
C -0.75 -1.84 -0.05
C -0.82 2.65 -3.43
*
```

The value obtained for the electronic energy is -48569.1913 eV. The calculation puts the LUMO energy (spin up / spin down) at -14.91 / -14.71 eV. The calculation puts the strongest force on any atom at 8.67 eV Å⁻¹. For the HOMO-LUMO gap (spin up / spin down), the calculation gives 5.45 / 5.68 eV.

---

Molecular formula: C21H29FN4O4S
Method: DFT, ωB97M-V/def2-TZVPD

ORCA input file:
```
! wB97M-V def2-TZVPD RIJCOSX def2/J DEFGRID3
* xyz 0 1
C 3.42 4.08 -1.28
C 5.05 1.19 0.26
O 0.41 2.54 -2.50
H 1.16 -1.73 -3.11
O 0.53 4.61 -1.64
H -1.03 4.36 -2.97
C -4.01 -5.26 2.99
H -0.92 5.93 -2.11
H -1.59 4.82 0.01
H -2.92 -1.31 -0.28
H -2.36 -3.21 -1.83
C -1.77 4.31 -0.94
H 4.50 0.29 0.52
C 2.81 1.97 -0.78
C -1.06 -1.74 1.47
H -4.08 -5.77 5.08
O 2.43 -0.40 0.29
O 0.51 1.11 0.06
C -2.91 -2.34 0.09
H 0.85 -2.10 0.55
H -3.93 -2.71 0.08
H 5.38 3.81 -0.56
N 4.47 3.41 -0.72
H -3.79 -4.57 1.01
H -2.79 -3.74 5.74
C -0.14 -2.56 0.55
S 1.74 0.60 -0.49
C -2.81 -3.23 2.38
C -1.98 -3.18 -0.81
H 4.29 5.56 -2.55
C -0.43 -1.49 -1.62
C -3.56 -4.37 2.04
C 3.55 5.49 -1.75
C 1.04 -1.37 -2.09
C -3.01 -3.95 4.71
C 4.11 2.14 -0.39
C -0.83 4.84 -2.01
H 3.87 6.13 -0.93
C 1.01 3.39 -1.88
H 5.48 1.63 1.16
H -0.65 -1.75 2.47
H 5.86 0.92 -0.42
H -0.67 -0.57 -1.07
C -3.73 -5.07 4.33
C 2.36 3.20 -1.35
H 1.00 0.65 -2.56
H -1.95 -4.21 -0.43
C -2.58 -3.06 3.75
N -2.41 -2.29 1.45
H -2.80 4.47 -1.24
H -1.10 -0.71 1.13
N 1.56 -0.02 -2.03
H 1.68 -1.96 -1.43
H -4.58 -6.12 2.68
F -1.92 -1.95 4.20
H -1.59 3.24 -0.79
H -1.08 -1.55 -2.49
N -0.62 -2.68 -0.82
H 2.60 5.84 -2.11
H -0.05 -3.58 0.95
*
```

The energy relative to the best compared isomer or geometry (same formula, charge and spin) is 0.233 eV. The value obtained for the electronic energy is -49950.6822 eV. The calculation puts the LUMO energy at 0.54 eV. The calculation puts the strongest force on any atom at 0.82 eV Å⁻¹. As for the SMILES: CCOC(=O)c1c(C)[nH]c(C)c1S(=O)(=O)NCCN1CCN(c2ccccc2F)CC1. For the HOMO-LUMO gap, the calculation gives 7.62 eV.